{
  "formula": "C16H20BiClN3O4",
  "method": "the ωB97M-V functional and the def2-TZVPD basis",
  "elements": ["Bi", "Cl", "O", "O", "O", "O", "N", "N", "N", "C", "C", "C", "C", "C", "C", "C", "C", "C", "C", "C", "C", "C", "C", "C", "C", "H", "H", "H", "H", "H", "H", "H", "H", "H", "H", "H", "H", "H", "H", "H", "H", "H", "H", "H", "H"],
  "positions_angstrom": [[0.20000, 0.50131, -0.23443], [0.40643, -2.23342, -1.54297], [0.27157, -3.62815, -1.44413], [1.75268, -1.78203, -1.71461], [-0.47545, -1.61574, -2.48242], [-0.02812, -1.64278, -0.15315], [-2.09622, 1.40014, -0.46974], [-0.62826, 0.57116, 1.69175], [2.07251, 0.78661, 1.22206], [3.00333, -0.35199, 1.01186], [-2.05738, 2.87000, -0.56078], [-2.68191, -0.24296, 2.79456], [-2.61441, 0.80545, -1.72384], [1.99246, 1.30611, 4.91941], [1.58386, 0.88361, 2.59391], [-2.80875, 0.93026, 0.70753], [-0.26868, 1.08477, 4.09058], [2.46840, 1.10389, 3.63576], [0.19826, 0.82569, 2.79906], [-4.82643, 0.29350, 1.83310], [0.62165, 1.31882, 5.12570], [2.68997, 2.06224, 0.79270], [-2.03549, 0.43571, 1.76312], [-4.19181, 0.88948, 0.75431], [-4.06587, -0.29894, 2.82975], [1.98433, 2.87762, 0.95566], [0.22747, 1.51646, 6.11351], [2.50469, -1.27418, 1.30291], [3.28347, -0.39992, -0.03925], [3.90078, -0.22136, 1.61741], [-5.90574, 0.25779, 1.87154], [-3.06640, 3.26786, -0.69128], [3.53294, 1.12718, 3.43937], [-1.93404, 1.05911, -2.53795], [-1.44720, 3.17313, -1.41271], [-2.66635, -0.27621, -1.61809], [-1.63870, 3.27862, 0.35920], [-4.55173, -0.82457, 3.64048], [2.67815, 1.47173, 5.73739], [-3.60476, 1.19169, -1.96842], [-4.77285, 1.29823, -0.06188], [-2.09836, -0.74441, 3.55245], [-1.32632, 1.13271, 4.29182], [2.95924, 2.00290, -0.26329], [3.59199, 2.26494, 1.37097]],
  "max_force_ev_per_a": 0.7,
  "charge": 1,
  "e_above_lowest_kcal_mol": 2.6,
  "orbital_gap_ev": 7.5
}